# 1
The following is a quantum chemistry calculation of 2 unconnected molecules or ions with the total composition C9H13NO, from OMol25.

```
24
Properties=species:S:1:pos:R:3:lowdin_charge:R:1
C -1.27 -0.39 -0.98 -0.09
N -2.50 -0.72 -0.38 -0.02
C -3.22 0.29 -0.06 -0.73
C -4.42 -0.02 0.71 -0.02
O -2.93 1.39 -0.37 0.06
H -1.16 0.65 -0.94 0.06
H -0.50 -0.94 -0.40 0.08
H -1.12 -1.04 -1.98 0.13
H -2.59 -1.69 0.09 0.20
H -4.11 -0.78 1.34 0.03
H -5.35 -0.31 0.01 0.13
H -4.87 1.00 1.34 0.16
C 2.54 -0.22 1.48 -0.10
C 2.49 1.19 1.04 -0.07
C 2.75 1.59 -0.30 -0.07
C 3.16 0.57 -1.22 -0.09
C 3.32 -0.75 -0.75 -0.10
C 3.07 -1.08 0.59 -0.15
H 2.21 -0.36 2.52 0.10
H 2.15 1.95 1.75 0.09
H 2.58 2.58 -0.63 0.08
H 3.43 0.72 -2.18 0.06
H 3.34 -1.51 -1.64 0.13
H 2.99 -2.12 0.97 0.11
```

The value obtained for the total energy is -13078.932 eV. The spin multiplicity is 1. Its max |F| is 6.4 eV/A. Its frontier orbital gap is 9.87 eV. Its highest occupied orbital energy is -0.33642 Ha. The LUMO energy is 0.7 eV. The SMILES is CNC(C)=O.c1ccccc1.

# 2
The following is a quantum chemistry calculation of C3H5ClO2 in the gas phase, from OMol25.

```
11
Properties=species:S:1:pos:R:3:lowdin_charge:R:1
C -0.90 -0.27 0.15 0.00
C 0.64 -0.67 -0.25 -0.24
O 1.18 -0.13 -1.41 0.06
C 1.75 0.29 -0.28 -0.82
O 1.65 1.54 0.06 0.09
Cl 3.54 -0.52 0.23 0.40
H -1.52 -1.21 -0.17 0.11
H -1.17 0.52 -0.46 0.03
H -1.09 0.13 1.18 0.08
H 0.93 -1.70 0.00 0.13
H 1.87 1.99 -0.80 0.17
```

The value obtained for the total energy is -19807.283 eV. The spin multiplicity is 1. Its max |F| is 4.1 eV/A. Its frontier orbital gap is 11.03 eV. Its highest occupied orbital energy is -0.38510 Ha. The LUMO energy is 0.5 eV. The SMILES is C[C@H]1O[C@]1(O)Cl.

# 3
The following is a quantum chemistry calculation of a molecular structure, C7H37O13, from OMol25.

```
57
Properties=species:S:1:pos:R:3:lowdin_charge:R:1
C -0.76 -3.21 0.14 -0.27
O -0.97 -3.94 -1.08 -0.07
C 0.37 -2.19 0.03 -0.19
C 0.61 -1.46 1.32 -0.19
C -0.65 -0.70 1.61 -0.13
C -1.69 2.41 2.55 -0.10
C -2.27 0.99 2.60 -0.28
C -1.14 0.04 2.62 -0.14
H -0.59 -4.01 0.88 0.13
H -1.72 -2.69 0.34 0.09
H -0.02 -1.42 -0.83 0.14
H 1.06 -2.81 -0.48 0.10
H 1.52 -0.89 1.21 0.07
H 1.01 -2.10 2.20 0.16
H -1.46 -3.45 -1.71 0.06
H -1.24 -0.71 0.72 0.06
H -1.49 2.59 3.63 0.07
H -2.42 3.20 2.21 0.08
H -0.88 2.68 1.84 0.08
H -2.90 0.76 3.45 0.11
H -0.53 0.28 3.50 0.12
H -0.94 -0.05 -3.98 0.05
H -0.26 -1.39 -4.38 0.04
O -0.59 -0.54 -4.78 -0.12
H 0.73 3.95 -0.58 0.03
H -0.70 3.93 -0.38 -0.04
O -0.02 4.57 -0.17 -0.14
H 2.00 0.30 2.68 -0.02
H 3.16 1.03 3.58 0.01
O 2.29 0.67 3.52 -0.06
H 3.27 1.03 -3.40 0.06
H 2.53 1.36 -2.04 0.00
O 3.22 0.80 -2.46 -0.08
H 4.58 -1.33 -1.38 0.04
H 4.02 -2.72 -1.40 0.03
O 4.33 -2.06 -0.77 -0.08
H -2.92 -0.42 0.25 0.04
H -3.62 -1.09 1.35 0.06
O -3.79 -0.95 0.34 -0.13
H 3.06 1.29 0.13 0.05
H 1.55 1.50 0.24 0.02
O 2.31 1.09 0.72 -0.08
H -2.06 -1.92 3.08 0.00
H -2.23 -3.26 2.16 0.00
O -2.45 -2.80 2.96 -0.06
H -2.97 1.00 1.70 0.11
H 0.20 0.83 -0.49 -0.03
O -0.32 1.07 -1.25 -0.23
H 1.90 -0.59 -2.47 -0.02
H 0.74 0.16 -2.91 0.01
O 1.01 -0.73 -2.71 -0.08
H -1.71 1.94 -1.55 -0.03
H -3.21 2.50 -1.33 0.01
O -2.32 2.70 -1.56 -0.07
H 0.31 2.07 -1.59 0.10
H 1.95 3.32 -1.58 0.01
O 1.46 2.59 -1.25 -0.31
```

The value obtained for the total energy is -34475.772 eV. The spin multiplicity is 1. Its max |F| is 4.2 eV/A. Its frontier orbital gap is 9.34 eV. Its highest occupied orbital energy is -0.24967 Ha. The LUMO energy is 2.5 eV. Its total charge is -1.

# 4
The following is a quantum chemistry calculation of 2 unconnected molecules or ions with the total composition C34H37BrClF5N3O10P, from OMol25.

```
92
Properties=species:S:1:pos:R:3:lowdin_charge:R:1
C -5.80 -1.59 -1.45 -0.16
C -4.40 -0.78 -1.63 -0.23
C -3.11 -1.73 -1.75 -0.54
Cl -3.51 -3.47 -1.19 0.62
C -1.85 -1.26 -0.91 -0.08
C -1.81 -1.16 0.66 -0.09
C -3.13 -1.51 1.54 -0.15
C -3.56 -0.19 2.36 -0.19
C -4.84 0.58 1.75 -0.08
C -4.48 1.97 1.07 -0.27
F -3.29 1.93 0.26 0.04
F -5.59 2.29 0.20 0.03
C -4.27 3.20 2.09 -0.31
F -4.92 4.33 1.53 0.10
F -4.63 2.93 3.42 0.11
F -2.88 3.52 2.08 0.07
C -0.49 -0.72 1.39 -0.42
Br -0.35 -0.64 3.39 0.73
C 0.79 -0.33 0.62 -0.05
C 0.73 -0.38 -0.94 0.02
C -0.54 -0.85 -1.68 -0.04
C -0.45 -0.86 -3.30 -0.13
C -0.25 -2.37 -3.83 -0.08
C 1.10 -2.44 -4.69 -0.40
O 1.16 -1.83 -5.78 0.05
O 2.22 -3.18 -4.17 0.02
C 2.08 0.09 -1.68 -0.24
O 2.53 -0.48 -2.70 0.04
C 2.81 1.35 -0.98 -0.02
C 3.43 2.52 -1.77 -0.17
P 3.38 2.52 -3.68 0.74
N 1.96 2.94 -4.29 -0.33
C 4.09 3.70 -0.98 -0.05
C 4.71 4.94 -1.80 -0.16
O 6.15 4.77 -2.00 -0.17
O 6.39 5.13 -3.30 -0.07
C 4.20 3.74 0.58 -0.10
N 4.88 4.87 1.29 0.07
C 3.56 2.56 1.38 -0.07
N 3.58 2.45 2.85 0.05
C 5.01 2.28 3.24 -0.35
C 5.60 0.78 3.05 0.00
O 5.77 3.18 3.64 0.07
C 2.94 3.59 3.53 -0.35
C 2.01 4.69 2.84 -0.01
O 3.11 3.67 4.78 0.04
C 2.87 1.40 0.59 0.06
C 2.16 0.15 1.32 -0.26
O 2.68 -0.41 2.32 0.03
H -6.63 -0.79 -1.53 0.08
H -5.90 -2.03 -0.39 0.06
H -5.96 -2.39 -2.24 0.07
H -4.35 -0.01 -0.80 0.07
H -4.52 -0.20 -2.62 0.13
H -2.89 -1.84 -2.87 0.09
H -2.85 -2.31 2.31 0.12
H -4.02 -1.80 0.89 0.07
H -3.73 -0.38 3.48 0.12
H -2.68 0.56 2.31 0.08
H -5.38 -0.13 1.03 0.11
H -5.57 0.76 2.62 0.14
H 0.30 -0.11 -3.71 0.11
H -1.49 -0.51 -3.65 0.11
H -0.18 -3.05 -2.91 0.13
H -1.15 -2.76 -4.44 0.13
H 2.52 -3.69 -4.96 0.12
H 3.76 1.20 -4.08 0.02
H 4.36 3.45 -4.20 0.00
H 1.65 2.12 -4.84 -0.05
H 4.45 5.90 -1.22 0.13
H 4.25 5.06 -2.84 0.11
H 6.43 4.29 -3.82 0.11
H 4.38 5.73 1.01 0.08
H 5.84 4.90 0.93 0.10
H 4.97 0.01 3.61 0.09
H 5.55 0.59 1.91 0.09
H 6.70 0.73 3.35 0.09
H 1.25 4.26 2.09 0.09
H 1.38 5.14 3.69 0.10
H 2.60 5.58 2.40 0.08
O -4.64 -5.51 1.12 0.09
C -3.73 -6.22 1.49 -0.48
C -2.44 -6.45 0.75 -0.10
C -1.89 -7.67 1.46 -0.17
C -2.46 -7.53 2.85 -0.16
O -3.73 -6.88 2.67 0.03
H -1.80 -5.58 0.89 0.13
H -2.62 -6.64 -0.30 0.12
H -0.80 -7.73 1.44 0.12
H -2.29 -8.57 0.98 0.12
H -1.84 -6.90 3.49 0.13
H -2.61 -8.50 3.33 0.13
```

The value obtained for the total energy is -166229.216 eV. The spin multiplicity is 1. Its max |F| is 4.8 eV/A. Its frontier orbital gap is 7.23 eV. Its highest occupied orbital energy is -0.32798 Ha. The LUMO energy is -1.7 eV. The SMILES is CC[C@H](Cl)c1c(CCCC(F)(F)C(F)(F)F)c(Br)c2c(c1CCC(=O)O)C(=O)c1c([PH2]=N)c(COO)c(N)c(N(C(C)=O)C(C)=O)c1C2=O.O=C1CCCO1.